Record 1
Here is 3 unconnected molecules or ions with the total composition C3H12NO3S at a distorted geometry from the OMol25 dataset. Energies are from ωB97M-V/def2-TZVPD.

## Properties
- charge = -1
- HOMO-LUMO gap (eV) = 6.9
- E_HOMO (eV) = -3.587

The geometry in XYZ format:
```
20
Properties=species:S:1:pos:R:3:forces:R:3
C -0.853454 0.157153 -1.415633 0.9599 1.3997 -1.5890
C -1.878976 -0.975419 -1.269424 1.5097 -0.4533 0.8798
S -3.250480 -0.572861 -0.152466 -2.2750 -1.6038 -1.9648
N -0.368756 0.787307 -0.173648 -0.7998 1.0338 1.6340
C 0.827775 0.086994 0.400331 1.0937 -0.0750 -1.3349
O 1.769581 0.017611 -0.536125 1.1866 0.1027 -0.6694
H -1.275006 0.948760 -2.121149 0.3936 -0.7915 1.0515
H 0.042729 -0.271336 -1.965941 -0.8128 0.4133 0.6022
H -2.139695 -1.445718 -2.255059 -0.4948 1.0331 0.8315
H -1.355752 -1.802181 -0.779161 0.0672 0.0503 0.0764
H -2.761984 0.215722 0.719507 1.5864 1.2263 1.0403
H -0.212814 1.831586 -0.152753 -0.2922 -1.8740 -0.9603
H 0.501890 -0.904031 0.697545 -0.7433 -0.7494 0.3621
H 1.334739 0.476430 1.330713 -1.3193 0.7878 -0.0348
H 3.377686 -0.503987 -0.146050 0.3574 -2.6121 -0.1590
H 2.993019 -1.857713 -0.456287 -3.5558 -1.7557 -1.4295
O 3.762030 -1.504384 -0.155763 3.3081 3.9334 1.5706
H 0.126395 1.755248 3.534764 1.5602 -0.4505 1.1624
H -0.131249 1.656265 2.019402 -0.0236 -0.2837 0.3035
O -0.507679 1.904556 2.877197 -1.7063 0.6688 -1.3725
```
Forces are in eV/Å.

Record 2
Here is a gas-phase ion, C3H4NOS2 (charge -1) at a distorted geometry from the OMol25 dataset. Energies are from ωB97M-V/def2-TZVPD.

## Properties
- multiplicity = 3
- charge = -1
- HOMO-LUMO gap (spin up / spin down) (eV) = 4.4 / 5.8
- E_HOMO (spin up / spin down) (eV) = -1.026 / -4.197
- <S²> = 2.0105

The geometry in XYZ format:
```
11
Properties=species:S:1:pos:R:3:forces:R:3
C -0.096412 -0.327239 -0.676830 -2.1597 1.3167 0.4443
C -2.440768 0.194709 -0.048508 1.3978 -3.6244 0.6425
C 1.224770 0.407654 -0.593220 1.2813 -0.8692 1.1136
N -1.141615 0.451177 -0.146604 1.8250 0.8195 -0.9376
O -0.160698 -1.466371 -1.151955 0.1389 0.1297 0.1092
S -3.676364 1.254432 -0.334762 -1.1456 1.4460 -0.3652
S -2.813772 -1.560116 0.338021 -1.1973 0.2369 -0.2001
H 1.170149 1.477701 -0.441938 -0.5446 0.2985 -0.5709
H 1.649085 0.131200 0.466913 0.0284 -0.1662 -2.2032
H 1.833366 0.139947 -1.528860 -0.4037 0.2275 1.8137
H -4.160455 -1.610723 0.051661 0.7796 0.1851 0.1536
```
Forces are in eV/Å.

Record 3
Here is a single C5H9BrO molecule at a distorted geometry from the OMol25 dataset. Energies are from ωB97M-V/def2-TZVPD.

## Properties
- charge = 0
- HOMO-LUMO gap (eV) = 9.9
- E_HOMO (eV) = -9.090

The geometry in XYZ format:
```
16
Properties=species:S:1:pos:R:3:forces:R:3
C 0.331131 -0.899682 -1.835413 -0.9670 -0.9284 0.7599
C -0.182287 -1.052065 -0.603519 -0.2217 -0.5453 -1.4341
C 1.336898 0.212952 0.705018 -1.9435 3.1656 0.3356
C -1.073144 1.213384 -0.068372 -2.9284 0.1596 3.9622
C -0.258727 0.026025 0.435162 2.3204 0.1151 0.9171
O -0.840009 -0.477654 1.646387 0.2707 0.4903 0.0010
Br -0.822029 -2.751356 -0.020618 0.1731 -0.0304 -0.4204
H 0.371963 -1.701772 -2.549192 -0.0985 -0.4883 0.1284
H 0.655351 0.011434 -2.278366 0.2427 0.9304 0.3236
H 1.451096 1.075374 1.427490 -0.1540 -0.8909 -0.2704
H 1.651579 -0.695129 1.196784 0.6049 -0.2406 -0.4893
H 1.844179 0.634409 -0.202351 -0.2260 -1.2536 0.7255
H -1.160265 2.067395 0.766945 0.5278 -1.8275 -1.7370
H -2.188334 0.801313 -0.091676 2.2983 0.9761 -0.5019
H -0.736020 1.647199 -0.955677 0.3352 0.4617 -1.5195
H -0.381384 -0.111825 2.427397 -0.2339 -0.0939 -0.7808
```
Forces are in eV/Å.

Record 4
Here is a molecular structure, C29H26F6MgN3O6S2Sb at a distorted geometry from the OMol25 dataset. Energies are from ωB97M-V/def2-TZVPD.

## Properties
- charge = 0
- HOMO-LUMO gap (eV) = 9.0
- E_HOMO (eV) = -8.682

The geometry in XYZ format:
```
74
Properties=species:S:1:pos:R:3:forces:R:3
Mg -0.091933 -0.213620 -0.148131 -0.6118 -0.7149 0.8884
O -0.283510 -0.330873 1.910737 0.0610 0.0413 -0.3513
N -0.858467 -1.375643 2.368020 0.0543 0.0994 0.0635
N -1.219717 -2.196068 1.467592 0.0204 0.0801 -0.0065
O -1.034645 -1.968701 0.190196 0.1116 0.3839 -0.2411
C -1.910555 -3.388602 1.854637 -0.0579 -0.1175 0.0174
C -2.524263 -4.136766 0.862775 0.0262 0.0094 0.0614
C -3.208783 -5.289175 1.222106 -0.0001 0.0036 -0.0255
C -3.273754 -5.684637 2.548276 -0.0132 -0.0190 -0.0090
C -2.646060 -4.924197 3.526333 0.0244 0.0273 0.0263
C -1.956695 -3.771854 3.189978 -0.0340 -0.0119 -0.0479
H -2.455899 -3.815415 -0.165014 0.0086 0.0173 0.0009
H -3.690501 -5.879012 0.453545 -0.0029 -0.0051 0.0073
H -3.806687 -6.585985 2.820335 0.0005 0.0013 0.0046
H -2.684969 -5.231209 4.563113 -0.0083 -0.0088 -0.0037
H -1.462905 -3.176801 3.942743 0.0069 0.0107 -0.0005
F -1.108014 0.026229 -5.099420 0.0423 -0.0113 0.0037
C 0.018000 -0.534024 -4.662720 -0.0985 0.0349 0.0732
F -0.142871 -1.844711 -4.590815 0.0136 -0.0130 0.0180
F 1.007588 -0.245906 -5.492757 -0.0069 -0.0118 -0.0147
S 0.386907 0.183332 -3.006092 -0.3900 -0.0772 -0.1210
O -0.752605 -0.210527 -2.164776 0.3967 0.1788 0.3723
O 0.579913 1.584416 -3.190660 -0.0148 0.1459 -0.0890
N 1.635253 -0.642412 -2.618002 0.4947 -0.0923 -0.5277
S 2.651394 -0.445370 -1.459863 0.3159 -0.1209 -0.0391
O 3.785275 -1.278731 -1.622975 0.0805 -0.0582 0.0683
O 1.963228 -0.490403 -0.165244 -0.5549 0.3930 -0.0574
C 3.276026 1.299721 -1.559685 -0.0181 -0.0271 -0.0469
F 3.535926 1.608778 -2.819383 0.0309 0.0305 -0.0437
F 4.383835 1.403407 -0.842393 0.0426 -0.0401 0.0868
F 2.366210 2.139653 -1.069402 -0.0500 0.0525 0.0185
C -2.758115 2.344268 -2.661935 0.0732 -0.0948 -0.0163
C -3.450093 3.311904 -1.745480 -0.0202 0.0368 -0.0183
C -4.553724 4.024738 -2.211762 -0.0089 0.0195 0.0034
C -5.228896 4.929454 -1.406974 0.0059 -0.0203 -0.0340
C -4.809372 5.138779 -0.103675 0.0158 -0.0052 0.0031
C -3.716553 4.432971 0.375546 -0.0222 -0.0004 0.1015
C -3.030664 3.524616 -0.428615 -0.0542 0.1112 0.0673
Sb -1.403107 2.497147 0.491682 0.0842 -0.4031 -0.2573
C -0.156448 4.136771 0.977002 0.1421 0.0391 0.0323
C -0.418032 5.406926 0.476856 -0.0527 0.0428 0.0132
C 0.434578 6.466157 0.755768 0.0033 0.0237 0.0086
C 1.553249 6.252962 1.543168 0.0249 0.0131 0.0160
C 1.825921 4.983789 2.032904 0.0058 -0.0220 -0.0031
C 0.992449 3.906824 1.750142 -0.0461 0.0314 -0.0518
C 1.344368 2.529823 2.242505 0.0436 -0.0488 -0.0033
C -2.354665 2.184867 2.366901 -0.0988 -0.0010 0.0213
C -2.022056 2.950160 3.477068 0.0615 0.0588 -0.0112
C -2.638325 2.731131 4.701673 0.0099 0.0069 0.0171
C -3.596177 1.738353 4.814476 -0.0147 -0.0185 0.0094
C -3.938381 0.977722 3.705521 0.0108 -0.0125 0.0115
C -3.331451 1.186166 2.472161 0.0178 0.0349 0.0250
C -3.754346 0.365072 1.285846 -0.0272 -0.0809 -0.0798
H -3.227742 2.342199 -3.644617 0.0035 -0.0031 -0.0142
H -2.796127 1.323864 -2.272647 -0.0114 0.0468 0.0035
H -1.703365 2.594650 -2.796403 -0.0352 0.0107 0.0208
H -4.888135 3.863981 -3.229763 0.0072 -0.0066 -0.0058
H -6.082650 5.467463 -1.799202 0.0040 -0.0046 -0.0020
H -5.327835 5.839746 0.537407 0.0054 -0.0016 0.0046
H -3.399566 4.589380 1.401107 -0.0006 -0.0017 -0.0004
H -1.297859 5.582999 -0.130263 0.0091 -0.0201 -0.0067
H 0.220997 7.450727 0.360388 -0.0021 0.0002 0.0042
H 2.222000 7.072117 1.774956 -0.0048 0.0047 -0.0084
H 2.708712 4.819030 2.639452 0.0045 0.0059 -0.0015
H 2.223997 2.554649 2.884428 -0.0133 0.0123 0.0211
H 1.584061 1.869708 1.403180 0.0111 -0.0004 0.0207
H 0.534062 2.054645 2.799595 -0.0041 0.0226 -0.0054
H -1.272596 3.730753 3.394196 -0.0127 -0.0139 -0.0109
H -2.366387 3.333506 5.558900 -0.0034 -0.0032 0.0017
H -4.079934 1.552211 5.764864 -0.0025 0.0051 -0.0015
H -4.690582 0.202812 3.797661 -0.0024 0.0004 -0.0011
H -4.433331 -0.434122 1.582292 -0.0110 0.0198 0.0105
H -2.904679 -0.110158 0.785565 0.0202 0.0173 0.0209
H -4.268518 0.979449 0.540672 0.0151 0.0184 0.0099
```
Forces are in eV/Å.

Respective relative energy (zero: lowest compared OMol25 entry of this formula, charge and spin) values: 42.1 0.0 0.0 0.0 kcal per mole.
Respective energy values: -21772.7231 -28382.0135 -77419.2862 -97207.5940 eV.